1.
DFT (wB97M-V/def2-TZVPD) results for a structure of composition C49H36Cl2N3OP2STeTi at a distorted geometry.

XYZ file:
```
96
Properties=species:S:1:pos:R:3:mulliken_charge:R:1
Ti -1.83287 -0.61687 -0.00192 -0.2428
Te 3.56512 -0.11795 -0.23679 0.3208
C 3.95109 1.74702 0.57175 0.3705
C 4.16052 2.93062 -0.20691 -0.2106
C 4.68227 4.06958 0.34591 -0.5895
N 5.20427 4.12411 1.55778 -0.5871
C 5.16972 2.98293 2.26938 -0.6527
C 4.49799 1.85097 1.82528 -0.2291
C 1.49182 -0.10343 -0.13256 -1.7067
P 0.52837 -0.53130 1.18821 4.1013
C 0.90791 -2.17152 1.82904 0.0155
C 1.85393 -2.93661 1.14254 -0.0362
C 2.09536 -4.27634 1.54260 -0.7233
C 1.44488 -4.83191 2.61739 -0.7839
C 0.45487 -4.08966 3.23698 -0.7296
C 0.25331 -2.76201 2.91852 -0.6567
C 1.16607 0.59528 2.51942 0.8215
C 1.94527 0.17564 3.61834 -1.0897
C 2.47699 1.11665 4.43762 -1.0140
C 2.26237 2.48312 4.22031 -0.8076
C 1.49989 2.91195 3.17488 -1.3795
C 0.94175 1.92538 2.35032 0.0001
P 0.35062 0.27862 -1.29579 2.2194
C 0.22813 1.95284 -1.90030 0.9544
C -0.39896 2.05772 -3.10499 -0.9924
C -0.76074 3.31319 -3.57603 -1.3394
C -0.35519 4.47236 -2.94773 -0.9410
C 0.33504 4.37378 -1.73228 -1.0417
C 0.54861 3.09128 -1.15971 -0.2290
C 0.92098 -0.53056 -2.87119 0.8225
C 0.70758 -1.91462 -2.85482 -1.1063
C 1.23530 -2.75061 -3.78401 -0.4633
C 1.95992 -2.28306 -4.85465 -0.8036
C 2.12397 -0.92352 -4.91968 -0.7120
C 1.59626 0.01143 -3.99869 -0.6102
H 3.85122 2.93586 -1.22927 0.4779
H 4.77903 4.99890 -0.18166 0.4257
H 5.84323 2.94471 3.12780 0.3918
H 4.44429 0.97163 2.43063 0.5449
H 2.50027 -2.50221 0.38631 -0.1066
H 2.91205 -4.71763 1.03469 0.4917
H 1.67022 -5.87792 2.87894 0.3658
H -0.16820 -4.46254 4.04006 0.4490
H -0.45763 -2.26060 3.53020 0.6672
H 2.17791 -0.90738 3.76246 0.2768
H 2.94507 0.81357 5.34390 0.5199
H 2.63672 3.25990 4.87133 0.4460
H 1.34888 3.92721 2.97857 0.7023
H 0.36567 2.29942 1.53709 0.0083
H -0.80375 1.23075 -3.67240 0.9279
H -1.15093 3.37423 -4.57523 0.5227
H -0.44079 5.40308 -3.46015 0.4463
H 0.82158 5.35512 -1.32588 0.2850
H 1.02819 2.96577 -0.16184 0.4633
H 0.29695 -2.24665 -1.94269 0.1840
H 0.98697 -3.78255 -3.76728 0.5135
H 2.17822 -2.90243 -5.69474 0.4116
H 2.60869 -0.49329 -5.79397 0.4028
H 1.85288 1.07222 -4.04543 0.4429
Cl -3.46945 -3.09891 4.23034 -0.1943
C -3.17697 -1.43851 3.85216 0.4150
C -3.35249 -0.53970 5.00035 -0.3886
C -3.17396 0.77402 4.89105 0.3581
Cl -3.12369 1.79276 6.31060 -0.2327
C -2.78053 1.33553 3.67195 0.6437
C -2.62571 2.80489 3.49279 -1.0204
C -2.33398 3.26575 2.25444 -1.2247
C -2.16224 2.34093 1.22492 0.0353
N -2.29752 1.01838 1.40852 0.6325
C -2.59276 0.52911 2.57786 -0.0211
C -2.81241 -0.86179 2.65873 -0.4994
O -2.61996 -1.50951 1.41983 0.1142
H -3.69850 -0.98700 5.94247 0.4171
H -2.80489 3.43523 4.32430 0.5799
H -2.20823 4.37008 2.07749 0.4178
H -1.79934 2.64538 0.25212 0.3694
C -1.82649 -3.70721 -0.01835 -1.4193
C -2.19376 -3.22520 -1.43806 1.2464
C -2.41878 -4.12035 -2.52914 -1.0264
C -2.65042 -3.72415 -3.77957 -0.9777
C -2.76303 -2.31244 -3.93903 1.2465
C -3.05765 -1.73276 -5.15896 -0.7843
C -3.23471 -0.34800 -5.24637 -0.8470
C -3.27890 0.52325 -4.13966 -0.6061
C -2.90772 -0.02124 -2.87099 0.6568
S -3.09349 0.83796 -1.39443 -0.5581
C -2.65822 -1.40279 -2.81484 -0.2222
N -2.31291 -1.91780 -1.56394 0.4746
H -1.62477 -4.73806 0.05020 0.6115
H -2.60159 -3.42651 0.70793 0.2880
H -0.88350 -3.22860 0.20350 0.1830
H -2.47746 -5.22026 -2.35320 0.4301
H -2.72308 -4.34843 -4.64223 0.5019
H -2.90180 -2.44662 -6.00947 0.3186
H -3.26480 0.08454 -6.30034 0.2913
H -3.53346 1.57430 -4.21258 0.5819
```

## Properties
Total charge   +1
HOMO energy   -0.3704 hartree
Kohn-Sham gap   6.1 eV


2.
DFT (wB97M-V/def2-TZVPD) results for a structure of composition C49H36F6N8O3PPd at a distorted geometry.

XYZ file:
```
104
Properties=species:S:1:pos:R:3:mulliken_charge:R:1
Pd -0.54842 -0.54405 -0.15137 0.9700
C -5.11746 -6.64607 -6.20719 -0.8941
O -4.69105 -5.39509 -5.67643 -0.3899
C -5.43865 -4.76171 -4.78909 0.9213
C -6.64841 -5.24020 -4.26869 -0.3538
C -7.33618 -4.49268 -3.34273 -0.5316
C -6.82913 -3.26858 -2.88766 -0.1994
C -5.62302 -2.77259 -3.44088 0.1513
C -4.94934 -3.50548 -4.37274 -0.8808
N -7.58471 -2.57501 -1.97294 -0.5032
N -7.24776 -1.54831 -1.39362 -0.3026
C -6.06760 -1.01087 -1.05062 0.2145
C -5.92543 0.39255 -1.09053 -0.7256
C -4.70152 0.98804 -0.95714 -0.8386
C -3.53317 0.22437 -0.68115 0.7454
O -2.38324 0.73890 -0.64822 -0.3615
C -3.72637 -1.19543 -0.39195 0.3733
N -2.66598 -1.85430 0.08672 1.1221
C -2.77078 -3.12713 0.39778 -0.8438
C -3.96766 -3.83600 0.24405 -1.4177
C -5.06833 -3.18082 -0.24922 -0.6528
C -4.96749 -1.82208 -0.58261 0.4821
H -4.38641 -6.90278 -6.96621 0.2453
H -6.10558 -6.56768 -6.66338 0.3731
H -5.12968 -7.41659 -5.43440 0.3693
H -7.04838 -6.19059 -4.59388 0.4469
H -8.27137 -4.84610 -2.92822 0.4718
H -5.25334 -1.79592 -3.16103 0.5066
H -4.03221 -3.14467 -4.81868 0.4782
H -6.80060 0.98660 -1.32024 0.5267
H -4.58854 2.05433 -1.09873 0.5152
H -1.88256 -3.60083 0.79802 0.4791
H -4.01155 -4.88127 0.51490 0.4620
H -6.01248 -3.70063 -0.35187 0.6915
C 9.76245 8.63613 -0.29730 -0.8430
O 9.90902 7.22871 -0.51499 -0.3961
C 8.84972 6.45729 -0.55980 0.9043
C 7.51951 6.91928 -0.50861 -0.4359
C 6.49642 6.01381 -0.49910 -0.7579
C 6.74955 4.61998 -0.53471 0.5424
C 8.08664 4.17135 -0.63086 -0.5272
C 9.11020 5.06859 -0.65718 -0.7675
C 5.63342 3.74184 -0.46190 0.2306
N 4.36508 4.16718 -0.44893 -0.7856
C 3.61051 3.07006 -0.33696 0.9047
C 4.42031 1.91258 -0.27265 0.3382
N 5.69426 2.36799 -0.35533 -0.0707
C 3.86733 0.60963 -0.14511 0.0992
C 4.59211 -0.59388 -0.14672 -0.6994
C 3.92114 -1.78546 -0.05199 -1.3262
C 2.52897 -1.76503 0.06417 -0.7043
N 1.83803 -0.63937 0.09516 0.7909
C 2.46001 0.53583 -0.02544 0.0836
C 1.62168 1.73044 -0.03199 0.3855
N 0.30141 1.58400 0.16477 0.5034
C -0.47160 2.65426 0.21094 -0.3189
C 0.00884 3.94777 -0.01187 -1.2557
C 1.34975 4.12167 -0.25118 -0.5208
C 2.18508 3.00016 -0.22126 0.0960
H 10.76722 9.02082 -0.16477 0.2539
H 9.17203 8.83411 0.59795 0.3696
H 9.29633 9.11929 -1.15684 0.3668
H 7.30023 7.97654 -0.47735 0.4612
H 5.46986 6.34550 -0.44976 0.5059
H 8.32007 3.11559 -0.68580 0.3194
H 10.14225 4.75381 -0.73222 0.4611
H 6.53606 1.81678 -0.32176 0.2175
H 5.67214 -0.58595 -0.22631 0.4635
H 4.44418 -2.73045 -0.07578 0.5205
H 1.95675 -2.68210 0.13017 0.5570
H -1.51736 2.48328 0.41814 0.6490
H -0.67423 4.78414 0.00433 0.4625
H 1.77665 5.09543 -0.45027 0.5913
F 0.66335 -0.91288 -2.29696 -0.4523
P -0.16128 -2.28510 -2.80297 1.4690
F -1.53514 -1.43175 -2.51313 -0.3749
F -1.02669 -3.56612 -3.13340 -0.3795
F -0.17266 -2.72719 -1.15226 -0.4551
F -0.13875 -1.77397 -4.29012 -0.3887
F 1.21677 -3.04795 -2.94243 -0.3849
N -0.73349 -0.77233 1.90425 -0.4691
C -0.78822 -0.76296 3.14954 -0.0884
C 0.19226 -1.56987 3.94762 0.0550
C -0.25429 -2.41723 4.95664 -0.1918
C 0.66482 -3.16432 5.67677 -0.7511
C 2.02028 -3.06190 5.39749 -0.4967
C 2.46159 -2.21777 4.38922 -0.7769
C 1.54883 -1.48023 3.65125 -0.0291
C -1.83989 0.01138 3.87198 0.2706
C -1.62422 0.47320 5.16804 -0.3616
C -2.61646 1.19518 5.81279 -0.8466
C -3.81867 1.45765 5.17199 -0.5074
C -4.03072 1.00375 3.87656 -0.6946
C -3.04320 0.28966 3.22216 0.0933
H -1.31132 -2.49382 5.17549 0.5463
H 0.31991 -3.82319 6.46227 0.4221
H 2.73262 -3.64821 5.96235 0.4115
H 3.52022 -2.13289 4.17943 0.4265
H 1.87901 -0.81220 2.86635 0.4490
H -0.68296 0.28063 5.66404 0.5466
H -2.44684 1.55158 6.81993 0.4299
H -4.58916 2.02008 5.68210 0.4163
H -4.96971 1.21005 3.37957 0.4689
H -3.19370 -0.07420 2.21251 0.3248
```

## Properties
Total charge   +2
<S²>   8.862
HOMO energy (alpha / beta)   -0.4120 / -0.4486 hartree
2S+1   6
Kohn-Sham gap (alpha / beta)   6.0 / 3.9 eV


Number 1: energy -5246.924965 a.u.. Number 2: energy -3620.676717 a.u..